1.
This record from the OMol25 dataset describes a molecular structure, C14H25Br15O15S4. The level of theory is ωB97M-V/def2-TZVPD.

- 2S+1: 1
- Gap between HOMO and LUMO: 9.3724 eV
- LUMO energy: -0.0351 Eh
- Relative energy (zero: lowest compared OMol25 entry of this formula, charge and spin): 126.5 kcal per mole
- HOMO level: -10.3 eV
- Electronic energy: -1139603.46409 eV

Last column: Mulliken charge in e.
Cartesian coordinates (Å):
O (0.24, 2.47, -9.22)  -0.62
S (-0.39, 2.53, -7.92)  1.14
O (-1.27, 3.68, -7.67)  -0.58
O (-1.26, 1.15, -7.68)  -0.30
C (-0.59, -0.04, -7.97)  -0.17
C (-1.45, -1.22, -7.68)  -1.27
C (0.97, 2.24, -6.70)  -0.95
H (0.41, -0.22, -7.56)  0.32
H (-0.26, 0.05, -9.00)  0.39
H (-1.86, -1.15, -6.68)  0.31
H (-0.83, -2.12, -7.75)  0.37
H (-2.33, -1.34, -8.32)  0.30
H (0.44, 1.66, -5.95)  0.35
H (1.20, 3.23, -6.31)  0.38
H (1.87, 1.74, -7.07)  0.32
C (-9.72, -3.41, 0.95)  -0.35
Br (-7.80, -3.50, 1.28)  0.01
Br (-10.06, -1.51, 0.26)  -0.03
Br (-10.57, -3.78, 2.73)  -0.03
H (-10.18, -4.04, 0.20)  0.40
C (2.01, -0.90, 8.65)  -0.36
Br (3.49, -0.28, 7.37)  -0.03
Br (2.81, -1.06, 10.49)  -0.01
Br (1.57, -2.72, 7.93)  -0.01
H (1.17, -0.22, 8.53)  0.41
C (-7.87, 1.19, 5.24)  -0.28
Br (-8.58, 1.01, 7.11)  -0.03
Br (-5.81, 1.27, 5.09)  -0.02
Br (-8.89, 2.67, 4.33)  -0.02
H (-8.25, 0.35, 4.66)  0.34
C (1.55, -10.70, 4.67)  -0.33
Br (0.73, -9.64, 3.11)  -0.02
Br (1.36, -12.65, 4.41)  -0.03
Br (0.60, -10.33, 6.34)  0.00
H (2.64, -10.65, 4.78)  0.38
C (6.14, -6.09, -6.55)  -0.32
Br (5.15, -6.32, -8.21)  -0.01
Br (7.07, -7.75, -6.24)  0.00
Br (4.87, -5.48, -5.07)  -0.03
H (6.91, -5.32, -6.67)  0.35
C (-3.51, 4.50, -2.43)  -0.35
C (-4.46, 4.46, -1.19)  -0.27
O (-5.32, 3.28, -1.37)  -0.31
S (-4.87, 2.42, -2.72)  1.09
O (-5.74, 2.82, -3.86)  -0.53
O (-4.65, 1.04, -2.30)  -0.50
O (-3.42, 3.21, -2.84)  -0.28
H (-2.53, 4.89, -2.18)  0.29
H (-3.89, 5.06, -3.29)  0.31
H (-5.04, 5.37, -1.08)  0.28
H (-3.87, 4.25, -0.29)  0.28
C (8.50, 4.75, 5.51)  -0.26
C (7.26, 5.41, 4.89)  -0.30
O (7.27, 6.72, 5.34)  -0.31
S (7.75, 6.96, 6.89)  1.06
O (6.59, 6.84, 7.83)  -0.51
O (8.65, 8.10, 7.14)  -0.48
O (8.57, 5.44, 6.81)  -0.38
H (9.35, 4.99, 4.87)  0.26
H (8.53, 3.66, 5.54)  0.33
H (6.40, 4.80, 5.15)  0.27
H (7.30, 5.40, 3.80)  0.31
C (0.29, -2.36, -0.02)  -0.29
C (-0.28, -2.13, 1.37)  -0.20
O (0.82, -1.40, 1.92)  -0.33
S (1.51, -0.29, 0.85)  1.06
O (2.93, -0.11, 1.22)  -0.50
O (0.65, 0.82, 0.51)  -0.48
O (1.32, -1.47, -0.28)  -0.32
H (-0.43, -2.26, -0.83)  0.27
H (0.73, -3.36, -0.05)  0.24
H (-0.48, -3.07, 1.88)  0.29
H (-1.19, -1.54, 1.30)  0.26

2.
This record from the OMol25 dataset describes a molecular structure, C14H25BrClF6N2O9PS5. The level of theory is ωB97M-V/def2-TZVPD.

- 2S+1: 1
- Gap between HOMO and LUMO: 5.6104 eV
- LUMO energy: -0.0927 Eh
- Relative energy (zero: lowest compared OMol25 entry of this formula, charge and spin): 63.2 kcal per mole
- HOMO level: -8.1 eV
- Electronic energy: -198662.52765 eV

Last column: Mulliken charge in e.
Cartesian coordinates (Å):
O (-0.91, 1.65, 6.92)  -0.60
S (-1.41, 0.26, 6.86)  1.13
O (-1.23, -0.51, 8.11)  -0.61
O (-3.02, 0.25, 6.46)  -0.46
C (-0.51, -0.63, 5.53)  -0.73
C (-1.34, -1.88, 5.05)  -0.79
C (-2.27, -1.39, 3.85)  -0.42
C (-1.45, -1.59, 2.51)  -0.77
C (-2.44, -1.30, 1.32)  -0.91
C (-2.35, 0.27, 1.02)  -0.71
Br (-3.88, 1.14, 1.93)  0.02
C (-2.34, 0.55, -0.54)  0.81
C (-2.35, 2.06, -0.90)  -0.84
C (-0.90, 2.56, -1.25)  -1.02
C (-0.36, 1.84, -2.56)  -0.39
S (0.99, 0.65, -2.03)  -0.11
C (-3.53, -0.27, -1.15)  0.13
Cl (-3.76, -0.06, -2.93)  -0.15
C (-3.35, -1.80, -0.86)  -1.21
N (-2.20, -2.09, 0.08)  0.08
P (-2.25, -3.89, 0.34)  0.70
O (-0.67, -4.36, 0.71)  -0.45
O (-2.65, -4.69, -1.06)  -0.49
S (-3.50, -4.36, 1.75)  -0.26
H (-3.48, 0.34, 7.31)  0.36
H (0.54, -0.84, 5.79)  0.47
H (-0.49, 0.08, 4.67)  0.30
H (-0.69, -2.72, 4.72)  0.45
H (-2.02, -2.27, 5.83)  0.32
H (-3.17, -2.03, 3.75)  0.46
H (-2.50, -0.33, 4.05)  0.16
H (-1.06, -2.63, 2.55)  0.49
H (-0.57, -0.91, 2.53)  0.36
H (-3.47, -1.46, 1.68)  0.69
H (-1.41, 0.69, 1.43)  0.54
H (-1.38, 0.12, -0.93)  -0.78
H (-2.70, 2.72, -0.06)  0.38
H (-2.97, 2.26, -1.80)  0.40
H (-0.86, 3.65, -1.44)  0.44
H (-0.18, 2.35, -0.43)  0.39
H (-1.17, 1.28, -3.07)  0.34
H (0.14, 2.54, -3.25)  0.44
H (0.57, 0.03, -0.87)  0.03
H (-4.46, 0.08, -0.65)  0.36
H (-4.29, -2.16, -0.38)  0.34
H (-3.23, -2.32, -1.83)  0.70
H (-1.29, -1.90, -0.37)  0.64
H (-0.12, -3.89, 0.06)  0.37
H (-2.01, -4.38, -1.73)  0.39
C (8.36, 2.07, -5.48)  0.66
F (9.61, 1.61, -5.51)  -0.22
F (8.43, 3.39, -5.26)  -0.24
F (7.86, 1.92, -6.72)  -0.24
S (7.34, 1.21, -4.22)  1.01
O (8.00, 1.50, -2.97)  -0.64
O (7.35, -0.17, -4.63)  -0.64
N (5.99, 2.01, -4.50)  -0.24
S (4.77, 1.58, -3.60)  0.89
O (4.85, 1.95, -2.20)  -0.65
O (4.20, 0.27, -3.86)  -0.64
C (3.56, 2.75, -4.31)  0.64
F (3.37, 2.56, -5.62)  -0.25
F (3.93, 4.02, -4.16)  -0.24
F (2.36, 2.63, -3.72)  -0.19

3.
This record from the OMol25 dataset describes a molecular structure, C14H25CoF9N3OSe2. The level of theory is ωB97M-V/def2-TZVPD.

- 2S+1: 2
- Gap between HOMO and LUMO (alpha / beta): 8.2871 / 9.1344 eV
- Total charge: +1
- LUMO energy (alpha / beta): -0.1114 / -0.0859 Eh
- Relative energy (zero: lowest compared OMol25 entry of this formula, charge and spin): 17.5 kcal per mole
- HOMO level (alpha / beta): -11.3 / -11.5 eV
- <S²>: 1.18
- Electronic energy: -214214.27861 eV

Last column: Löwdin spin population.
Cartesian coordinates (Å):
Co (-0.45, 0.01, 0.04)  0.95
C (-2.09, 1.39, 2.24)  0.00
C (-2.31, -0.12, 2.34)  0.00
N (-2.18, -0.78, 1.04)  0.04
C (-3.34, -0.66, 0.13)  0.00
C (-3.31, 0.67, -0.61)  0.00
N (-1.95, 0.96, -1.12)  0.00
C (-1.57, 2.38, -1.10)  0.00
C (-1.41, 2.87, 0.35)  0.00
N (-1.05, 1.76, 1.25)  -0.01
H (-1.83, 1.76, 3.23)  0.00
H (-3.03, 1.88, 1.96)  0.00
H (-3.29, -0.32, 2.79)  0.00
H (-1.54, -0.55, 2.99)  0.00
H (-2.03, -1.77, 1.22)  0.00
H (-4.28, -0.76, 0.67)  0.00
H (-3.28, -1.47, -0.59)  0.00
H (-3.62, 1.48, 0.04)  0.00
H (-4.03, 0.64, -1.43)  0.00
H (-1.88, 0.63, -2.07)  0.00
H (-2.29, 3.01, -1.63)  0.00
H (-0.61, 2.46, -1.61)  0.00
H (-2.33, 3.34, 0.69)  0.00
H (-0.63, 3.63, 0.37)  0.00
H (-0.21, 2.00, 1.75)  0.00
C (3.03, 0.92, -2.73)  0.00
Se (1.13, 1.30, -2.64)  0.01
C (0.57, -0.21, -3.75)  0.00
C (0.76, -1.58, -3.12)  0.00
Se (-0.55, -1.96, -1.72)  0.00
C (0.31, -3.52, -0.97)  0.00
H (3.33, 0.95, -3.78)  0.00
H (3.25, -0.05, -2.29)  0.00
H (3.56, 1.69, -2.18)  0.00
H (1.14, -0.15, -4.67)  0.00
H (-0.48, -0.04, -3.99)  0.00
H (1.74, -1.71, -2.65)  0.00
H (0.64, -2.35, -3.88)  0.00
H (0.49, -4.23, -1.77)  0.00
H (-0.36, -3.96, -0.23)  0.00
H (1.25, -3.22, -0.50)  0.00
F (3.09, -2.06, 3.20)  0.00
C (2.13, -1.86, 2.30)  0.00
F (2.25, -2.79, 1.35)  0.00
F (0.95, -2.06, 2.91)  0.00
C (2.17, -0.43, 1.66)  0.00
O (1.30, -0.39, 0.63)  0.01
C (3.60, -0.15, 1.09)  0.00
F (3.60, 0.99, 0.39)  0.00
F (4.53, -0.05, 2.04)  0.00
F (3.96, -1.13, 0.25)  0.00
C (1.88, 0.63, 2.77)  0.00
F (1.94, 1.88, 2.26)  0.00
F (0.62, 0.49, 3.25)  0.00
F (2.70, 0.57, 3.81)  0.00

4.
This record from the OMol25 dataset describes a molecular structure, C14H25GeN11Ni. The level of theory is ωB97M-V/def2-TZVPD.

- 2S+1: 1
- Gap between HOMO and LUMO (alpha / beta): 7.1179 / 7.1065 eV
- LUMO energy (alpha / beta): 0.0245 / 0.0245 Eh
- Relative energy (zero: lowest compared OMol25 entry of this formula, charge and spin): 36.4 kcal per mole
- HOMO level (alpha / beta): -6.5 / -6.4 eV
- Electronic energy: -128869.11906 eV

Last column: Mulliken charge in e.
Cartesian coordinates (Å):
Ni (-1.01, -0.64, -0.48)  -0.42
N (1.61, 2.59, 0.10)  0.08
C (1.97, 3.29, -1.02)  -0.56
C (0.80, 3.63, -1.63)  -0.45
N (-0.27, 3.14, -0.93)  -0.22
C (0.26, 2.51, 0.09)  -0.20
C (-0.47, 1.81, 1.15)  0.13
N (-1.18, 0.71, 1.00)  0.31
C (-1.69, 0.41, 2.24)  -0.56
C (-1.28, 1.34, 3.15)  -0.55
N (-0.50, 2.22, 2.44)  0.07
H (2.20, 2.04, 0.72)  0.43
H (3.00, 3.48, -1.27)  0.44
H (0.67, 4.20, -2.54)  0.41
H (-2.30, -0.46, 2.40)  0.49
H (-1.46, 1.45, 4.20)  0.45
H (-0.05, 3.05, 2.79)  0.21
N (4.50, -1.41, 4.00)  -0.85
N (3.55, -0.90, 3.13)  0.96
N (2.57, -1.61, 2.60)  -0.41
C (1.95, -0.71, 1.86)  0.20
N (2.57, 0.49, 1.95)  0.00
N (3.58, 0.35, 2.76)  -0.83
H (4.97, -2.18, 3.53)  0.28
H (4.01, -1.77, 4.81)  0.27
H (1.08, -0.91, 1.25)  0.10
C (-3.76, 1.47, -4.40)  -0.96
N (-3.46, 1.91, -3.04)  -0.04
C (-3.08, 3.31, -2.88)  -0.86
C (-2.85, 1.03, -2.24)  0.54
N (-2.32, 0.29, -1.54)  -0.27
H (-4.57, 2.08, -4.79)  0.31
H (-4.08, 0.43, -4.39)  0.36
H (-2.89, 1.57, -5.05)  0.32
H (-3.89, 3.93, -3.25)  0.32
H (-2.16, 3.54, -3.43)  0.29
H (-2.90, 3.52, -1.83)  0.31
C (0.32, -5.35, -0.51)  -1.17
Ge (-0.66, -3.74, 0.09)  0.33
C (-0.53, -3.69, 2.06)  -1.02
C (-2.56, -4.01, -0.35)  -1.19
C (-0.02, -2.07, -0.66)  -0.54
H (-0.09, -6.25, -0.05)  0.34
H (1.37, -5.28, -0.24)  0.35
H (0.25, -5.46, -1.59)  0.36
H (-0.98, -4.58, 2.50)  0.43
H (-1.06, -2.81, 2.43)  0.17
H (0.50, -3.62, 2.38)  0.30
H (-2.93, -4.95, 0.06)  0.37
H (-2.69, -4.02, -1.43)  0.35
H (-3.15, -3.19, 0.05)  0.33
H (0.96, -2.17, -1.14)  0.46